ORCA calculation (ωB97M-V/def2-TZVPD) on the ion C6H6BrCl2FN with charge +1 in a non-equilibrium geometry.

Last column: natural (NBO) charge in e.
Geometry (Å):
C -1.33581 -1.40612 -0.68241  -0.354
C -1.06060 -0.08277 -0.70428  -0.247
C -0.68730 -2.41325 0.00457  -0.029
C 1.62177 -1.18638 0.68657  -0.073
C -0.19733 0.57333 0.32872  -0.138
C 1.30095 0.18074 0.16866  0.221
N -0.26951 2.05736 0.20409  -0.683
F 1.68797 0.52572 -1.10088  -0.340
Cl 2.78919 -1.97875 -0.16690  0.184
Cl 2.26409 1.23907 1.32157  0.002
Br -1.38341 -3.73248 1.00398  0.310
H -2.01387 -1.78535 -1.44742  0.280
H -1.47226 0.54357 -1.48090  0.229
H -0.47754 0.27958 1.34433  0.268
H 0.48754 2.43635 0.81395  0.462
H -1.19077 2.42047 0.47319  0.455
H -0.06311 2.32891 -0.76684  0.450

For the HOMO-LUMO gap (alpha / beta), the calculation gives 6.7 / 6.7 eV. Its total charge is +1. The value obtained for the HOMO energy (alpha / beta) is -0.435 / -0.436 hartree.

***

ORCA calculation (ωB97M-V/def2-TZVPD) on the molecule C6H6BrClO in a non-equilibrium geometry.

Last column: natural (NBO) charge in e.
Geometry (Å):
C 1.00181 -1.45453 1.55802  -0.588
C 0.22814 -1.19023 0.36079  -0.273
C 0.61470 -0.70177 2.55780  0.763
C -1.11909 0.88327 0.70461  -0.230
C 0.00152 0.34187 0.33883  -0.028
C 1.28602 1.13208 -0.00501  -0.656
O 0.44327 0.03747 3.42854  -0.432
Cl -1.26341 2.58099 0.66536  -0.004
Br -1.40733 -2.22092 0.16568  -0.010
H 1.69857 -2.27811 1.80270  0.279
H 0.81792 -1.51648 -0.58237  0.250
H -2.01286 0.40883 0.93640  0.231
H 2.13758 0.81163 0.49129  0.229
H 1.31761 2.18146 0.24689  0.239
H 1.17682 1.03219 -1.05446  0.231

For the HOMO-LUMO gap, the calculation gives 9.7 eV. Its total charge is 0. The SMILES is C/C(=C\Cl)[C@H](Br)C=C=O. The value obtained for the HOMO energy is -0.339 hartree. The energy above the lowest of the compared OMol25 structures with the same formula, charge and spin is 12.5 kcal/mol.

***

ORCA calculation (ωB97M-V/def2-TZVPD) on the molecule C6H6Cl2N2O2 in a non-equilibrium geometry.

Last column: natural (NBO) charge in e.
Geometry (Å):
C 0.46744 1.79512 0.25183  -0.178
C -0.50617 1.30678 1.20846  -0.273
C 1.05680 1.05618 -0.65431  -0.227
C -1.06028 0.11435 0.97161  0.031
C -0.68677 -0.80674 -0.16805  -0.150
C 0.77549 -0.41670 -0.64950  0.023
N -1.60609 -0.61938 -1.33011  -0.772
N 1.73074 -1.24605 0.30683  0.538
O 2.29887 -0.60710 1.15527  -0.364
O 1.71468 -2.40944 0.13178  -0.343
Cl -2.41598 -0.42705 1.94866  -0.001
Cl 1.03303 -1.09039 -2.25430  0.038
H 0.90801 2.80839 0.35534  0.232
H -0.68745 1.79873 2.15225  0.243
H 1.83573 1.45806 -1.35861  0.244
H -0.58323 -1.75827 0.21918  0.236
H -1.97073 0.28610 -1.21911  0.359
H -2.30408 -1.24259 -1.06722  0.364

For the HOMO-LUMO gap, the calculation gives 9.1 eV. Its total charge is 0. The SMILES is N[C@@H]1C(Cl)=CC=C[C@@]1(Cl)[N+](=O)[O-]. The value obtained for the HOMO energy is -0.342 hartree. The energy above the lowest of the compared OMol25 structures with the same formula, charge and spin is 26.2 kcal/mol.

***

ORCA calculation (ωB97M-V/def2-TZVPD) on a cluster of 2 separate species, C6H6Cl2NP in total in a non-equilibrium geometry.

Last column: Mulliken spin population.
Geometry (Å):
C -2.30927 -0.73478 -0.20734  -0.039
C -1.76227 -0.79873 1.04190  0.057
C -1.63481 -0.21795 -1.32962  0.075
C -0.55959 -0.11015 1.21384  -0.031
C -0.37799 0.36098 -1.19290  -0.066
C 0.01536 0.41578 0.08583  0.888
N 2.02785 1.27444 0.56522  0.813
P 2.80506 0.20304 -0.42655  0.174
Cl 2.44646 -1.47015 0.68809  0.051
Cl 4.77741 0.65441 -0.09069  0.083
H -3.37281 -1.05384 -0.50317  -0.002
H -2.45886 -1.00749 1.92660  0.005
H -2.16458 -0.39894 -2.18166  0.008
H -0.10212 0.18194 2.11319  0.018
H 0.36997 0.42805 -1.88179  -0.002
H 2.30019 2.27339 0.17906  -0.031

For the HOMO-LUMO gap (alpha / beta), the calculation gives 7.6 / 6.1 eV. Its total charge is 0. The spin multiplicity is 3. The value obtained for the HOMO energy (alpha / beta) is -0.257 / -0.327 hartree. The energy above the lowest of the compared OMol25 structures with the same formula, charge and spin is 20.0 kcal/mol.

***

ORCA calculation (ωB97M-V/def2-TZVPD) on the molecule C6H6ClNOS in a non-equilibrium geometry.

Last column: natural (NBO) charge in e.
Geometry (Å):
C -0.65201 1.60671 0.19103  -0.253
C 0.24574 2.60657 0.07334  -0.366
C -0.02501 0.31263 0.04837  -0.009
C 1.29564 0.36760 -0.39982  -0.114
C -0.84119 -0.89479 0.47238  -0.644
C 3.30532 -0.93492 -0.41046  -0.014
N 2.11459 -0.73449 -0.90917  0.069
O 1.58892 -1.40436 -1.87396  -0.499
S 1.78765 2.04766 -0.49523  0.434
Cl 4.24268 0.14448 0.59955  0.030
H -1.60270 1.79074 0.44208  0.217
H 0.07288 3.66045 0.22253  0.240
H -1.93733 -0.69682 0.30935  0.225
H -0.41682 -1.87921 0.05200  0.242
H -0.93108 -1.04066 1.50488  0.225
H 3.83617 -1.70982 -0.87363  0.219

For the HOMO-LUMO gap (alpha / beta), the calculation gives 8.9 / 8.9 eV. Its total charge is 0. The SMILES is Cc1ccsc1/[N+]([O-])=C\Cl. The value obtained for the HOMO energy (alpha / beta) is -0.324 / -0.324 hartree. The energy above the lowest of the compared OMol25 structures with the same formula, charge and spin is 24.4 kcal/mol.

***

ORCA calculation (ωB97M-V/def2-TZVPD) on a cluster of 2 separate species, C6H6F3N5 in total in a non-equilibrium geometry.

Last column: natural (NBO) charge in e.
Geometry (Å):
C 3.27891 -0.17190 -0.74655  0.278
C 0.87606 0.02131 0.13382  -0.064
C 1.52318 1.17736 -0.20706  0.307
C 1.40599 -1.23296 -0.00313  0.309
C -2.19593 0.08511 0.85022  0.237
C -3.08712 -0.03497 -0.34794  0.878
N 2.79305 1.04243 -0.65764  -0.522
N 2.67841 -1.30115 -0.46016  -0.522
N -2.44893 0.30514 2.02603  -0.577
N 1.02176 2.42155 -0.09868  -0.781
N 0.78233 -2.38482 0.29385  -0.781
F -3.86513 1.05877 -0.52002  -0.316
F -3.91518 -1.09499 -0.25490  -0.313
F -2.40521 -0.18822 -1.49391  -0.307
H 4.29534 -0.25340 -1.11244  0.180
H -3.37130 0.45709 2.43921  0.386
H 0.03685 2.54301 0.06546  0.395
H 1.54488 3.17357 -0.51266  0.406
H -0.19010 -2.37603 0.54166  0.397
H 1.24214 -3.24692 0.06482  0.408

For the HOMO-LUMO gap (alpha / beta), the calculation gives 7.7 / 8.1 eV. Its total charge is 0. The value obtained for the HOMO energy (alpha / beta) is -0.324 / -0.314 hartree. The energy above the lowest of the compared OMol25 structures with the same formula, charge and spin is 81.3 kcal/mol.

***

| no. | calculated total energy (eV) |
| --- | --- |
| 1 | -105600.470 |
| 2 | -90929.524 |
| 3 | -38435.119 |
| 4 | -42138.611 |
| 5 | -33210.838 |
| 6 | -21918.588 |